The following is a quantum chemistry calculation of C8H10I2N4SV as an isolated structure, from OMol25.

As for the highest occupied orbital energy (spin up / spin down): -19.01 / -19.05 eV. The value obtained for the molecular weight is 499.0 Da. Its spin multiplicity is 3. As for the total charge: +3. As for the expectation value of S²: 2.04. The value obtained for the HOMO-LUMO gap (spin up / spin down) is 6.190 / 6.795 eV. The value obtained for the total energy is -67114.592 eV. The energy above the lowest of the compared OMol25 structures with the same formula, charge and spin is 30.89 kJ/mol.

Element x y z (Å)
V  -0.22  -0.47  -0.18
C  -1.18  3.56  -1.59
C  -1.16  2.19  -1.03
N  -0.07  1.53  -0.76
N  1.17  2.11  -0.89
C  2.24  1.42  -0.47
N  3.43  1.95  -0.53
S  2.05  -0.19  0.17
C  -2.39  1.45  -0.66
C  -3.67  1.95  -0.78
C  -4.73  1.17  -0.31
C  -4.49  -0.07  0.24
C  -3.18  -0.52  0.31
N  -2.16  0.23  -0.12
H  -0.40  3.71  -2.33
H  -1.05  4.29  -0.78
H  -2.13  3.78  -2.07
H  1.23  3.07  -1.22
H  3.62  2.88  -0.89
H  4.24  1.42  -0.21
H  -3.86  2.92  -1.21
H  -5.74  1.55  -0.38
H  -5.30  -0.69  0.62
H  -2.94  -1.49  0.74
I  -0.29  -3.12  0.10
I  1.82  -4.77  0.02

Löwdin population analysis, charges in e, atoms 1 to 8: number 1, V, carries 0.6194; number 2, C, carries 0.0462; number 3, C, carries -0.1653; number 4, N, carries -0.0586; number 5, N, carries 0.0518; number 6, C, carries -0.6662; number 7, N, carries 0.2112; number 8, S, carries 0.7612


The following is a quantum chemistry calculation of C8H10MnN2OS as an isolated structure, from OMol25.

As for the highest occupied orbital energy (spin up / spin down): -11.89 / -12.07 eV. The value obtained for the molecular weight is 237.2 Da. Its spin multiplicity is 5. As for the total charge: +1. As for the expectation value of S²: 6.15. The value obtained for the HOMO-LUMO gap (spin up / spin down) is 7.825 / 8.107 eV. The value obtained for the total energy is -55636.626 eV.

Element x y z (Å)
Mn  0.20  -0.38  -0.72
N  -0.86  3.24  -2.17
C  -0.70  1.95  -1.94
O  0.00  1.56  -0.97
C  -1.37  0.91  -2.79
C  -0.66  -0.42  -2.54
H  -0.42  3.92  -1.57
H  -1.43  3.57  -2.94
H  -1.36  1.21  -3.84
H  -2.42  0.86  -2.49
H  0.27  -0.47  -3.11
H  -1.27  -1.27  -2.81
S  0.29  -2.57  -0.32
C  0.64  -1.90  1.27
C  0.92  -2.61  2.43
C  1.16  -1.89  3.59
C  1.12  -0.50  3.57
C  0.84  0.14  2.39
N  0.61  -0.55  1.26
H  0.95  -3.69  2.40
H  1.38  -2.42  4.51
H  1.30  0.08  4.47
H  0.80  1.22  2.32

Löwdin population analysis, charges in e, atoms 1 to 8: number 1, Mn, carries 0.8036; number 2, N, carries 0.2399; number 3, C, carries -0.4662; number 4, O, carries -0.0751; number 5, C, carries -0.1566; number 6, C, carries -0.2258; number 7, H, carries 0.1440; number 8, H, carries 0.1400


The following is a quantum chemistry calculation of one molecule with the formula C8H10N2 in a non-equilibrium geometry, from OMol25.

As for the highest occupied orbital energy: -8.47 eV. The value obtained for the molecular weight is 134.2 Da. As for the total charge: 0. The value obtained for the HOMO-LUMO gap is 9.348 eV. The value obtained for the total energy is -11436.104 eV. As for the structure (SMILES): CC1(C)C=Cn2ccnc21. The energy above the lowest of the compared OMol25 structures with the same formula, charge and spin is 159.11 kJ/mol.

Element x y z (Å)
C  1.77  -0.60  -1.24
C  0.95  -0.22  -0.05
C  1.44  -0.86  1.18
C  0.86  1.29  0.02
C  -0.36  1.82  -0.05
N  -1.30  0.80  -0.09
C  -2.65  0.62  0.07
C  -2.81  -0.71  0.19
N  -1.64  -1.43  0.00
C  -0.78  -0.49  -0.09
H  1.82  -1.73  -1.28
H  2.68  -0.20  -1.32
H  1.09  -0.23  -2.06
H  1.72  -1.95  1.16
H  0.80  -0.58  2.02
H  2.39  -0.32  1.42
H  1.76  1.74  -0.10
H  -0.57  2.87  0.01
H  -3.29  1.42  0.00
H  -3.88  -1.24  0.21

Löwdin population analysis, charges in e, atoms 1 to 8: number 1, C, carries -0.0397; number 2, C, carries -0.4473; number 3, C, carries -0.0748; number 4, C, carries -0.0399; number 5, C, carries -0.0161; number 6, N, carries -0.0375; number 7, C, carries -0.0789; number 8, C, carries -0.1743


Which formula does entry 2 have? C8H10MnN2OS